{
  "formula": "CH5N3O",
  "method": "ωB97M-V/def2-TZVPD",
  "homo_lumo_gap_ev": 9.739,
  "de_lowest_kj_mol": 191.3,
  "smiles": "NNC(N)=O",
  "symbols": ["N", "N", "C", "N", "O", "H", "H", "H", "H", "H"],
  "xyz": [[0.7504, 0.8824, 0.6904], [0.3689, 0.8407, -0.5262], [-0.4436, -0.2554, -0.8495], [-0.5008, -1.1619, 0.0753], [-0.9654, -0.2487, -1.8891], [1.5679, 0.4519, 1.1336], [0.0351, 1.0164, 1.3876], [0.5319, 1.6992, -1.1606], [-0.0047, -1.1562, 0.8942], [-1.3397, -2.0684, 0.2442]]
}

{
  "formula": "CH5N3O",
  "method": "ωB97M-V/def2-TZVPD",
  "homo_lumo_gap_ev": 9.603,
  "de_lowest_kj_mol": 459.2,
  "smiles": "N/N=C\\NO",
  "symbols": ["N", "N", "C", "N", "O", "H", "H", "H", "H", "H"],
  "xyz": [[-1.5630, -0.5830, 0.0765], [-1.1289, 0.8032, 0.0892], [0.1535, 0.6756, -0.2545], [0.8383, -0.4558, -0.2376], [2.1719, -0.0806, -0.0212], [-1.0669, -1.1783, -0.7094], [-2.4995, -0.4833, -0.2663], [0.4720, 1.7650, -0.2895], [0.5864, -0.8521, 0.8666], [2.0363, 0.3892, 0.7463]]
}